DFT (ωB97M-V/def2-TZVPD) results for a cluster of 9 separate species, C49H97BrClN9O11S in total.

```
169
Properties=species:S:1:pos:R:3:mulliken_charge:R:1
Br -3.08 1.71 1.47 -0.1936
Cl -4.44 8.69 1.01 -0.2175
S -4.93 6.89 1.95 1.0591
O 4.44 -4.74 6.46 -0.6405
O -13.84 -2.07 2.65 -0.6420
O 5.95 -8.26 -0.51 -0.5946
O 3.43 6.58 -7.53 -0.6301
O 7.48 -1.34 6.34 -0.6316
O -2.34 3.36 -0.75 -0.3898
O -5.62 5.95 1.07 -0.4957
O 4.64 -2.41 -2.45 -0.6494
O -5.85 7.26 3.03 -0.5872
O -6.11 -0.30 -4.09 -0.6678
O 2.45 3.97 -2.64 -0.5657
N 9.22 -0.52 5.21 -0.1923
N 4.47 -9.53 0.59 -0.1389
N 4.78 -3.02 7.85 -0.0580
N 4.70 -4.36 -1.38 0.0516
N -3.95 0.37 -1.92 -0.2026
N 5.21 7.39 -8.62 -0.1760
N 1.61 4.40 -4.67 -0.0458
N -6.91 -2.28 -3.43 -0.0408
N -12.87 -0.74 1.14 -0.0978
C 3.12 -1.02 0.66 0.0807
C 5.31 -2.15 2.79 -1.3215
C 3.03 -2.31 1.57 -0.8395
C 4.98 -2.37 9.13 -0.9351
C -6.58 -1.38 -4.40 0.9877
C 3.82 -10.75 1.00 -0.8663
C 3.77 -2.51 2.70 0.9056
C -2.64 2.02 -0.47 -0.2176
C 7.96 -0.42 5.70 0.8639
C -2.35 6.01 0.37 -0.7374
C -1.13 3.81 -0.12 0.4728
C 4.73 -5.81 -1.24 -0.9148
C -6.82 -1.78 -5.83 -1.4894
C 1.82 -0.13 0.77 -1.0355
C 0.19 3.09 -0.67 -0.5568
C 4.60 -4.35 7.61 0.9622
C -6.04 -2.74 1.59 -0.6732
C -5.05 -1.09 -0.11 1.0800
C -3.98 1.69 -1.26 -0.2639
C 3.21 8.79 -8.42 -1.2842
C 5.51 -9.37 -0.27 0.7636
C 2.55 4.57 -3.71 0.6738
C 2.00 1.32 0.14 0.8447
C -1.09 5.38 -0.37 -1.0739
C -7.48 -3.60 -3.58 -0.9716
C 3.15 2.04 0.99 -1.6341
C -13.96 -1.17 1.84 0.7899
C 6.08 -10.61 -0.91 -1.3344
C -12.80 0.30 0.14 -0.8323
C 1.55 5.01 -5.99 -0.5934
C 4.60 -5.29 8.78 -1.4309
C 3.16 -3.15 4.01 -0.9345
C 4.66 -4.36 -3.83 -1.3756
C 5.99 8.36 -9.37 -0.8581
C -8.76 0.03 0.88 -1.1761
C 3.94 7.51 -8.15 0.7496
C -2.14 6.11 1.93 -0.3665
C 0.66 2.10 0.46 -0.8745
C -3.79 -0.75 -0.98 -1.1496
C -7.42 -0.76 0.79 0.4098
C 4.67 -3.63 -2.52 0.9097
C 7.20 0.86 5.44 -1.4081
C -7.28 -1.95 1.62 -0.5078
C 9.97 0.46 4.44 -0.8575
C -3.47 6.15 2.79 -0.7125
C 3.70 5.50 -4.01 -1.3214
C -6.30 -0.35 -0.09 0.0018
C -15.28 -0.50 1.57 -1.2178
C -4.95 -2.29 0.75 -0.7989
H 4.19 -1.63 9.27 0.3178
H -3.78 5.15 3.20 0.3441
H 3.11 8.95 -9.50 0.3719
H -1.11 3.69 0.99 0.2040
H 9.67 -1.39 5.43 0.2315
H 6.21 0.78 5.89 0.2505
H 4.44 -6.31 8.43 0.3040
H 4.26 5.14 -4.87 0.3719
H 4.73 -6.32 -2.19 0.3161
H 10.88 0.71 4.99 0.2853
H 4.63 -3.64 -4.65 0.3029
H 5.32 -11.12 -1.50 0.3755
H 6.47 -11.29 -0.15 0.3667
H -1.13 5.61 -1.46 0.3762
H 3.85 -6.11 -0.66 0.2368
H 6.90 -10.33 -1.57 0.2912
H 4.37 5.53 -3.15 0.2769
H 2.34 -3.13 1.23 0.2989
H 4.70 -3.79 -0.54 0.0316
H -6.23 -2.66 -6.08 0.3805
H 5.43 9.27 -9.55 0.3339
H -2.42 7.07 -0.01 0.4729
H -3.60 -1.67 -1.62 0.4360
H -3.31 5.52 0.07 0.4959
H 3.93 -3.30 4.80 0.1331
H -4.81 0.20 -2.44 0.1625
H -1.82 1.30 -0.72 0.2495
H 0.98 -0.69 0.26 0.3205
H -0.15 5.79 0.11 0.3315
H -7.64 -3.86 -4.63 0.3923
H -4.86 1.88 -0.60 0.2453
H -15.21 0.57 1.80 0.3407
H 6.27 7.91 -10.33 0.2872
H 2.94 3.14 0.91 0.4680
H -5.88 -3.68 2.19 0.3520
H 2.36 -2.48 4.40 0.2579
H -2.92 -0.66 -0.29 0.2837
H -15.57 -0.63 0.52 0.3422
H 5.56 -5.25 9.30 0.3733
H -8.67 0.99 0.31 0.3545
H -9.66 -0.58 0.60 0.1515
H 2.76 -10.68 0.74 0.2879
H -6.45 0.54 -0.74 0.1582
H -4.01 -2.90 0.76 0.3377
H 5.57 -1.72 1.79 0.3842
H -6.79 -4.33 -3.13 0.2851
H -3.27 6.82 3.68 0.3755
H 5.92 -3.09 2.92 0.3568
H 0.82 2.72 1.40 0.3296
H 1.51 -0.04 1.85 0.2975
H 0.62 5.58 -6.06 0.2763
H 3.79 -5.04 9.47 0.3569
H -8.43 -3.64 -3.05 0.2954
H 4.77 -2.46 7.02 0.1268
H -6.72 -1.94 -2.49 0.0710
H 4.04 -0.48 0.98 0.1831
H -12.44 -0.14 -0.80 0.2756
H -8.08 -2.33 2.30 0.3476
H 4.14 -8.65 0.98 0.2158
H -1.53 5.25 2.33 0.2182
H -0.09 2.47 -1.57 0.2174
H 3.78 -5.00 -3.91 0.3481
H 5.94 -1.85 9.10 0.2609
H 7.72 1.71 5.88 0.4526
H 5.57 -4.96 -3.93 0.3643
H 2.39 5.68 -6.17 0.1548
H 4.15 1.77 0.57 0.3406
H 5.53 -1.43 3.61 0.1830
H 6.89 8.59 -8.81 0.2865
H 3.74 9.63 -7.97 0.3666
H -12.09 1.06 0.48 0.2673
H 0.96 3.85 -0.96 0.1638
H 7.08 1.01 4.36 0.4132
H 2.21 8.73 -7.99 0.2696
H 4.98 -3.07 9.96 0.3657
H 5.64 6.50 -8.40 0.2299
H -8.89 0.32 1.97 0.3673
H 3.91 -10.85 2.08 0.2932
H 3.33 6.51 -4.19 0.3613
H -7.88 -1.97 -6.00 0.3836
H -13.77 0.77 -0.04 0.3625
H 3.04 1.76 2.07 0.2901
H 4.25 -11.63 0.52 0.3367
H 2.68 -4.15 3.81 0.2816
H 9.39 1.37 4.27 0.3356
H 10.24 0.02 3.48 0.2802
H 1.55 4.22 -6.74 0.2648
H 0.87 3.77 -4.40 0.1879
H -1.55 7.04 2.17 0.3467
H 3.22 -1.37 -0.40 0.0611
H -6.51 -0.96 -6.48 0.3050
H -16.04 -0.94 2.20 0.2821
H -4.03 2.46 -2.09 0.3549
H -0.12 1.34 0.73 0.1573
H 2.27 1.27 -0.95 0.4504
H -12.02 -1.24 1.37 0.1442
H 5.63 -6.08 -0.69 0.3870
```

Output
LUMO = -0.2 eV
charge = 0
calculated total energy = -6678.028909 Eh


DFT (ωB97M-V/def2-TZVPD) results for a structure of composition C4AgLiO2.

```
8
Properties=species:S:1:pos:R:3:mulliken_charge:R:1
Ag -4.07 -2.39 2.19 0.9920
O 2.27 1.53 -1.64 -0.8511
O -2.19 -1.57 1.33 -0.5409
C -1.12 -1.17 0.93 -0.0493
C -0.13 -0.58 0.43 0.1149
C 1.50 0.86 -0.98 0.1756
C 0.78 0.15 -0.23 0.2120
Li 2.96 3.17 -2.03 0.9468
```

Output
LUMO (spin up / spin down) = -5.2 / -5.2 eV
charge = +1
spin multiplicity = 2
calculated total energy = -457.038076 Eh


DFT (ωB97M-V/def2-TZVPD) results for a structure of composition C4Br3F4N.

```
12
Properties=species:S:1:pos:R:3:mulliken_charge:R:1
Br -5.10 -0.51 -0.24 -0.0749
Br -3.03 1.88 0.36 -0.0840
Br -0.57 -2.86 0.15 -0.0362
F 2.64 1.43 -1.24 -0.1959
F 0.25 0.41 -0.24 -0.1599
F 1.29 -0.33 1.57 -0.1973
F 3.70 0.90 0.58 -0.2036
N -2.45 -0.86 -0.27 -0.0080
C 2.56 0.88 -0.07 0.3825
C -1.55 -1.53 -0.71 -0.0539
C 1.40 0.35 0.42 0.3953
C -3.34 -0.05 0.07 0.2358
```

Output
LUMO (spin up / spin down) = -0.6 / -0.6 eV
charge = 0
energy above the lowest of the compared OMol25 structures with the same formula, charge and spin = 46.34 kcal/mol
calculated total energy = -8328.523067 Eh


How do the records compare in max |F|? In the order shown, they have 5.38; 1.77; 3.14 eV/Å.